Entry 1:
{
  "formula": "C4H10NO",
  "method": "the ωB97M-V functional and the def2-TZVPD basis",
  "e_homo_ev": -13.7,
  "total_charge": 1,
  "total_energy_ha": -288.06018,
  "largest_force_ev_per_a": 4.66,
  "orbital_gap_ev": 10.082,
  "multiplicity": 1,
  "species": ["C", "C", "C", "C", "N", "O", "H", "H", "H", "H", "H", "H", "H", "H", "H", "H"],
  "positions_angstrom": [[1.84163, -0.83402, 0.25102], [-0.73957, -0.98076, -0.86711], [-0.76377, 0.22580, 1.36945], [-0.02623, -0.09602, 0.06079], [0.21141, 1.18672, -0.58441], [2.68497, -0.00776, 0.12712], [1.66979, -1.93042, 0.38195], [-0.75370, -1.96826, -0.47788], [-0.14373, -0.87131, -1.72678], [-1.70398, -0.60069, -1.19277], [-1.63682, 0.88061, 1.00662], [-0.01713, 0.81609, 1.97966], [-1.26869, -0.69703, 1.89954], [0.16903, 1.98068, 0.17524], [-0.57018, 1.45745, -1.19638], [1.04699, 1.43892, -1.20605]],
  "lowdin_charge": [-0.0089, -0.0564, -0.0409, -0.5053, 0.1566, 0.0965, 0.1404, 0.0950, 0.0791, 0.1065, 0.1110, 0.1021, 0.1400, 0.2107, 0.1681, 0.2054]
}

Entry 2:
{
  "formula": "C4H10NO",
  "method": "the ωB97M-V functional and the def2-TZVPD basis",
  "e_homo_ev": -13.3,
  "total_charge": 1,
  "total_energy_ha": -288.08567,
  "largest_force_ev_per_a": 3.62,
  "orbital_gap_ev": 8.136,
  "multiplicity": 1,
  "species": ["C", "C", "C", "C", "N", "O", "H", "H", "H", "H", "H", "H", "H", "H", "H", "H"],
  "positions_angstrom": [[-2.05242, -1.35387, 0.87935], [0.54492, 0.93334, -0.43239], [1.09426, 0.17380, -1.62803], [1.38501, 2.15535, -0.15219], [-1.45737, -2.19547, 1.71215], [-0.55563, 0.63128, 0.07755], [-1.92375, -1.60477, -0.15246], [-2.73779, -0.53014, 1.26090], [0.68438, 0.64132, -2.46374], [0.64068, -0.78690, -1.57008], [2.15376, 0.16158, -1.46050], [2.02112, 2.48365, -0.90297], [1.86585, 1.76287, 0.65091], [0.76392, 2.98480, 0.12636], [-1.42892, -2.33000, 2.70739], [-0.99803, -3.12685, 1.34775]],
  "lowdin_charge": [0.1512, -0.4088, 0.0041, 0.0117, 0.1569, 0.0000, 0.1033, 0.1564, 0.0858, 0.0670, 0.0920, 0.0745, 0.0689, 0.0980, 0.1357, 0.2034]
}

Entry 3:
{
  "formula": "C4H10NO",
  "method": "the ωB97M-V functional and the def2-TZVPD basis",
  "e_homo_ev": -16.1,
  "total_charge": 1,
  "total_energy_ha": -288.07890,
  "largest_force_ev_per_a": 3.36,
  "orbital_gap_ev": 12.779,
  "multiplicity": 1,
  "species": ["C", "C", "C", "N", "C", "O", "H", "H", "H", "H", "H", "H", "H", "H", "H", "H"],
  "positions_angstrom": [[-0.32361, -1.43486, -0.31391], [-0.31438, -0.03820, 0.06643], [-1.56346, 0.57360, 0.49096], [0.48762, 0.77124, -0.95716], [0.98089, 0.53994, 0.47763], [1.98356, -0.37673, 0.53283], [0.46073, -1.81879, 0.20718], [-0.00079, -1.52543, -1.39633], [-1.11980, -2.00312, -0.01873], [-2.41544, 0.32681, -0.18571], [-1.28830, 1.52792, 0.78688], [-1.76828, 0.16028, 1.42709], [0.17352, 1.77712, -1.30129], [0.91839, 0.06218, -1.69949], [1.00933, 1.49301, 1.07085], [2.78002, -0.03498, 0.81277]],
  "lowdin_charge": [0.0255, -0.4604, 0.0179, 0.1698, -0.2089, 0.1048, 0.0646, 0.1374, 0.0871, 0.1409, 0.0745, 0.0958, 0.2363, 0.2220, 0.1992, 0.0936]
}

Entry 4:
{
  "formula": "C4H10NO",
  "method": "the ωB97M-V functional and the def2-TZVPD basis",
  "e_homo_ev": [-17.4, -17.4],
  "s2": 0.753,
  "total_charge": 2,
  "total_energy_ha": -287.57239,
  "largest_force_ev_per_a": 1.43,
  "orbital_gap_ev": [6.387, 3.600],
  "multiplicity": 2,
  "species": ["C", "C", "C", "C", "N", "H", "H", "H", "H", "H", "H", "H", "H", "H", "H", "O"],
  "positions_angstrom": [[-0.94817, -0.88198, -0.48504], [0.46256, -0.95318, -0.32904], [1.20437, -2.14085, -0.31900], [2.07114, 0.76266, -0.67381], [1.07757, 0.31260, 0.00187], [-1.45440, -1.61128, -1.14463], [-1.29095, -1.15991, 0.55193], [-1.34989, 0.10196, -0.74851], [2.27793, -2.18415, -0.13634], [0.75330, -3.13850, -0.28491], [2.44962, 1.77629, -0.54566], [2.57323, 0.19054, -1.43535], [0.41346, 0.91427, 0.52398], [-2.84545, 3.05096, 0.96821], [-3.64160, 2.03142, 1.80522], [-2.83182, 2.13259, 1.29259]],
  "lowdin_charge": [0.0533, -0.1751, 0.3538, 0.2996, 0.1483, 0.1584, 0.1980, 0.1300, 0.1346, 0.1501, 0.1628, 0.1511, 0.2189, 0.0521, 0.0483, -0.0843]
}

Entry 5:
{
  "formula": "C4H10NO2",
  "method": "the ωB97M-V functional and the def2-TZVPD basis",
  "e_homo_ev": -2.8,
  "total_charge": -1,
  "total_energy_ha": -363.60934,
  "largest_force_ev_per_a": 1.70,
  "orbital_gap_ev": 7.107,
  "multiplicity": 1,
  "species": ["C", "C", "C", "O", "N", "C", "O", "H", "H", "H", "H", "H", "H", "H", "H", "H", "H"],
  "positions_angstrom": [[0.82938, 0.19417, -0.50395], [0.78468, 1.20883, 0.63875], [0.47240, 0.57661, 2.01638], [-0.28667, -0.59402, 1.96140], [-0.33703, -0.65380, -0.46329], [-0.83579, -1.09763, -1.68305], [-2.23628, -1.43320, -1.56949], [0.84566, 0.76689, -1.44499], [1.74633, -0.41287, -0.47471], [1.76873, 1.70860, 0.62671], [0.03132, 1.96281, 0.41395], [1.38309, 0.39507, 2.51794], [-0.07390, 1.35583, 2.58836], [-0.46902, -0.76796, 0.79189], [-0.38763, -2.02427, -2.11270], [-0.72466, -0.32092, -2.47100], [-2.51061, -0.86414, -0.83221]],
  "lowdin_charge": [-0.3019, -0.1982, -0.3732, -0.2495, -0.1351, -0.4087, -0.1186, 0.0873, 0.0969, 0.0910, 0.0891, 0.0629, 0.0853, 0.0261, 0.0932, 0.0886, 0.0648]
}

Entry 6:
{
  "formula": "C4H10NO2",
  "method": "the ωB97M-V functional and the def2-TZVPD basis",
  "e_homo_ev": -2.3,
  "total_charge": -1,
  "total_energy_ha": -363.61227,
  "largest_force_ev_per_a": 2.59,
  "orbital_gap_ev": 6.559,
  "multiplicity": 1,
  "species": ["C", "O", "C", "C", "C", "O", "N", "H", "H", "H", "H", "H", "H", "H", "H", "H", "H"],
  "positions_angstrom": [[1.28633, 1.21073, 0.60957], [2.65679, 0.88485, 0.35573], [0.33767, 0.37046, -0.23595], [-1.00592, 0.14618, 0.47921], [-1.89624, -0.70259, -0.40622], [-1.58163, -2.07519, -0.17133], [0.87882, -0.94247, -0.60017], [1.13517, 1.15503, 1.69808], [1.18357, 2.27752, 0.36077], [2.61880, -0.07882, 0.32512], [0.09439, 0.85816, -1.16580], [-0.90354, -0.31604, 1.46382], [-1.34032, 1.16896, 0.65021], [-2.98104, -0.57019, -0.37249], [-1.58846, -0.53737, -1.45035], [1.71800, -0.77381, -1.13648], [-0.61239, -2.07540, -0.40373]],
  "lowdin_charge": [-0.2678, -0.1369, -0.5205, -0.1927, -0.3071, -0.1634, -0.1110, 0.0994, 0.1005, 0.0305, 0.1002, 0.1074, 0.0953, 0.0947, 0.0957, -0.0516, 0.0273]
}

Entry 7:
{
  "formula": "C4H10NO2",
  "method": "the ωB97M-V functional and the def2-TZVPD basis",
  "e_homo_ev": -3.0,
  "total_charge": -1,
  "total_energy_ha": -363.62497,
  "largest_force_ev_per_a": 2.16,
  "orbital_gap_ev": 7.006,
  "multiplicity": 1,
  "species": ["N", "C", "C", "O", "C", "C", "O", "H", "H", "H", "H", "H", "H", "H", "H", "H", "H"],
  "positions_angstrom": [[0.67549, 0.19210, 1.18736], [0.47171, 0.14579, -0.27601], [1.42577, -0.92741, -0.77175], [2.72767, -0.91075, -0.21495], [-1.01976, -0.18939, -0.47981], [-1.93994, 0.80524, 0.26415], [-1.80264, 0.66332, 1.63375], [1.26520, 1.02387, 1.31579], [-0.30061, 0.49108, 1.64050], [0.62720, 1.11312, -0.90646], [0.93909, -1.91115, -0.64774], [1.49963, -0.76215, -1.86816], [2.52479, -0.73696, 0.72203], [-1.22233, -1.12268, 0.05728], [-1.25664, -0.29162, -1.53437], [-2.97712, 0.56165, -0.04664], [-1.63754, 1.85593, -0.07498]],
  "lowdin_charge": [-0.0068, -0.4324, -0.2966, -0.1059, -0.2050, -0.4608, -0.3709, 0.0580, 0.0330, 0.1482, 0.1086, 0.1090, 0.0541, 0.1067, 0.0912, 0.0765, 0.0932]
}

Entry 8:
{
  "formula": "C4H10NO2",
  "method": "the ωB97M-V functional and the def2-TZVPD basis",
  "e_homo_ev": -2.7,
  "total_charge": -1,
  "total_energy_ha": -363.44139,
  "largest_force_ev_per_a": 6.90,
  "orbital_gap_ev": 6.172,
  "multiplicity": 1,
  "species": ["C", "C", "C", "O", "N", "C", "O", "H", "H", "H", "H", "H", "H", "H", "H", "H", "H"],
  "positions_angstrom": [[0.20901, -0.38202, 0.11203], [-1.09041, -0.46389, -0.71063], [-1.41687, -0.57434, -2.37003], [-1.87545, -1.79865, -2.67667], [0.51950, 0.94705, 0.65087], [1.75633, 0.72172, 2.08232], [2.61094, 1.44907, 2.70725], [0.16697, -1.16385, 0.94369], [1.04777, -0.86243, -0.34766], [-1.54648, -1.49297, -0.24544], [-1.68806, 0.38956, -0.17429], [-2.11657, 0.29059, -2.61247], [-0.41012, -0.38682, -2.97261], [0.40376, 1.60571, 1.46479], [0.15545, 1.46278, -0.13649], [0.97590, 0.21378, 2.71717], [2.29832, 0.04471, 1.56817]],
  "lowdin_charge": [-0.3112, -0.1741, -0.5386, -0.3949, -0.0616, -0.3250, -0.1444, 0.1135, 0.0974, 0.1229, 0.0941, 0.0564, 0.0743, 0.1262, 0.1028, 0.1184, 0.0439]
}